Entry 1:
The following is a quantum chemistry calculation of a gas-phase ion, CH2F2N2OP (charge +1), from the OMol25 dataset.

Calculated values
Orbital gap = 8.5 eV
Energy above the lowest of the compared OMol25 structures with the same formula, charge and spin = 645.6 kJ/mol
SMILES = N#P=[NH+]OC(F)F
Lowest unoccupied orbital energy = -0.302 Ha
Charge = +1
Molar mass = 127.0 g mol⁻¹

Each line ends with the natural charge from an NBO analysis.
CARTESIAN COORDINATES (ANGSTROEM)
C -0.27 0.70 1.04  0.754
N 2.11 -0.30 -2.21  -0.592
N -0.75 -0.74 -0.73  -0.534
O -0.99 -0.40 0.61  -0.290
F -0.39 1.82 0.44  -0.262
F 1.08 0.34 0.95  -0.338
P 0.87 -0.55 -1.41  1.574
H -0.47 0.88 2.11  0.197
H -1.19 -1.74 -0.81  0.490

Entry 2:
The following is a quantum chemistry calculation of 6 unconnected molecules or ions with the total composition C18H42N6O6, from the OMol25 dataset.

Calculated values
Orbital gap = 9.0 eV
Energy above the lowest of the compared OMol25 structures with the same formula, charge and spin = 1145.4 kJ/mol
SMILES = CNC(C)=O.CNC(C)=O.CNC(C)=O.CNC(C)=O.CNC(C)=O.CNC(C)=O
Lowest unoccupied orbital energy = -0.003 Ha
Charge = 0
Molar mass = 438.6 g mol⁻¹

Each line ends with the Mulliken charge.
CARTESIAN COORDINATES (ANGSTROEM)
C -3.71 5.81 1.48  -1.508
C -2.98 4.53 1.90  0.651
O -2.55 3.82 1.07  -0.539
N -2.92 4.22 3.19  -0.224
C -2.26 3.05 3.60  -0.454
H -3.67 6.65 2.10  0.422
H -4.83 5.77 1.33  0.309
H -3.47 6.19 0.57  0.430
H -3.66 4.82 3.87  0.297
H -1.14 3.15 3.25  0.050
H -2.70 2.24 3.19  0.198
H -2.30 2.89 4.69  0.332
C 0.26 0.93 -3.01  -1.289
C 0.71 0.54 -1.55  0.422
O 0.39 1.29 -0.58  -0.747
N 1.16 -0.71 -1.40  -0.187
C 1.28 -1.28 -0.10  -1.342
H 1.21 1.42 -3.52  0.434
H -0.35 1.83 -3.02  0.393
H -0.05 0.07 -3.78  0.114
H 1.41 -1.13 -2.36  0.344
H 1.89 -0.48 0.63  -0.175
H 1.83 -1.99 -0.28  1.284
H 0.48 -1.65 0.52  0.256
C 3.93 1.11 0.41  -0.246
C 4.73 0.31 -0.58  0.613
O 5.93 0.24 -0.49  -0.659
N 3.97 -0.48 -1.40  -0.034
C 4.57 -1.30 -2.45  -2.320
H 3.93 0.68 1.65  0.089
H 2.97 1.10 0.10  -0.085
H 4.40 2.07 0.57  0.413
H 3.02 -0.53 -1.45  0.232
H 5.39 -1.67 -2.10  0.781
H 4.99 -0.85 -3.08  0.806
H 4.01 -1.99 -2.78  0.577
C -2.55 -0.46 -5.75  -1.372
C -2.89 0.11 -4.39  0.803
O -3.37 1.19 -4.37  -0.612
N -2.77 -0.67 -3.30  -0.165
C -2.92 -0.02 -1.96  -0.565
H -2.72 0.28 -6.51  0.297
H -3.14 -1.33 -5.71  0.425
H -1.59 -0.79 -5.64  0.357
H -2.17 -1.53 -3.45  0.273
H -1.95 0.11 -1.39  -0.077
H -3.47 -0.76 -1.30  0.280
H -3.42 0.90 -2.08  0.378
C 1.06 -5.58 -0.04  -1.521
C 0.54 -4.62 1.00  0.882
O -0.57 -4.12 0.96  -0.689
N 1.41 -4.24 1.78  -0.068
C 1.21 -3.38 2.93  -0.702
H 1.22 -6.54 0.26  0.468
H 1.94 -5.18 -0.71  0.248
H 0.33 -5.79 -0.72  0.468
H 2.27 -4.54 1.47  0.212
H 0.37 -2.76 2.78  0.081
H 2.21 -3.03 3.29  0.323
H 0.70 -3.78 3.77  0.356
C -2.09 -0.40 1.61  -0.907
C -1.00 -0.03 2.64  0.464
O -0.98 -0.45 3.82  -0.770
N -0.07 0.84 2.31  0.678
C 1.08 1.26 3.19  -1.352
H -2.86 0.29 1.49  0.485
H -2.36 -1.32 1.52  0.612
H -1.56 -0.16 0.67  -0.305
H 0.06 1.16 1.34  0.175
H 0.74 1.72 4.25  0.251
H 1.76 2.26 2.68  0.166
H 1.70 0.65 3.34  0.786

Entry 3:
The following is a quantum chemistry calculation of a gas-phase ion, C2H2IOS (charge -1), from the OMol25 dataset.

Calculated values
Orbital gap = 6.6 eV
Energy above the lowest of the compared OMol25 structures with the same formula, charge and spin = 66.4 kJ/mol
SMILES = [O-]C(=S)CI
Lowest unoccupied orbital energy = 0.111 Ha
Charge = -1
Molar mass = 201.0 g mol⁻¹

Each line ends with the natural charge from an NBO analysis.
CARTESIAN COORDINATES (ANGSTROEM)
C 1.08 0.71 -1.65  0.328
C -0.20 -0.26 -0.68  -0.692
O 1.35 0.27 -2.78  -0.659
S 1.47 1.94 -0.68  -0.362
I 0.04 -2.34 -0.70  -0.006
H -0.15 0.07 0.36  0.208
H -1.15 0.05 -0.92  0.184

Entry 4:
The following is a quantum chemistry calculation of a single C5H9N molecule, from the OMol25 dataset.

Calculated values
Orbital gap = 10.1 eV
Energy above the lowest of the compared OMol25 structures with the same formula, charge and spin = 237.9 kJ/mol
SMILES = C#CCCNC
Lowest unoccupied orbital energy = 0.038 Ha
Charge = 0
Molar mass = 83.1 g mol⁻¹

Each line ends with the natural charge from an NBO analysis.
CARTESIAN COORDINATES (ANGSTROEM)
C 0.47 -1.34 2.03  -0.418
C 0.28 0.01 0.06  -0.203
C -0.76 0.58 -0.90  -0.492
C -0.19 1.22 -2.10  -0.008
C 0.27 1.74 -3.09  -0.250
H 1.19 -2.13 1.69  0.199
H 0.98 -0.44 2.55  0.164
H -0.15 -1.85 2.78  0.201
H -1.32 -0.45 1.40  0.354
H 0.98 -0.63 -0.48  0.200
H 0.85 0.86 0.58  0.170
H -1.44 1.29 -0.39  0.226
H -1.42 -0.26 -1.18  0.244
H 0.70 2.30 -3.92  0.241
N -0.44 -0.89 0.97  -0.628